Entry 1:
Here is C60H60AsN11NaO4PSSe as an isolated structure from the OMol25 dataset. Energies are from the ωB97M-V functional and the def2-TZVPD basis.

Properties
HOMO energy (alpha / beta) ... -1.90 / -0.82 eV
HOMO-LUMO gap (alpha / beta) ... 5.1 / 4.0 eV
Lowest unoccupied orbital energy (alpha / beta) ... 3.2 / 3.2 eV
Charge ... -2
E_tot ... -8764.5984 a.u.
Energy relative to the best compared isomer or geometry (same formula, charge and spin) ... 0.0000 eV

Each line ends with the Löwdin charge.
Element x y z (Å)
Na 0.323 0.447 -0.912  0.10
C -4.464 -2.888 -1.616  -0.12
C -3.921 -2.102 -0.604  -0.10
C -2.629 -1.617 -0.715  -0.06
C -1.838 -1.900 -1.838  -0.28
C -2.391 -2.688 -2.856  -0.04
C -3.688 -3.170 -2.737  -0.11
N -0.546 -1.368 -1.872  -0.06
N 0.210 -1.942 -2.783  0.01
C 1.409 -1.313 -3.020  -0.37
C 2.407 -2.073 -3.675  -0.05
C 3.633 -1.510 -3.928  -0.10
C 3.876 -0.182 -3.555  -0.09
C 2.847 0.501 -2.940  -0.14
N 1.644 -0.026 -2.672  0.08
H -5.481 -3.252 -1.542  0.09
H -4.515 -1.851 0.268  0.10
H -2.206 -0.996 0.068  0.07
H -1.789 -2.899 -3.729  0.09
H -4.108 -3.766 -3.541  0.09
H 2.170 -3.093 -3.950  0.10
H 4.406 -2.091 -4.417  0.09
H 4.826 0.299 -3.733  0.09
H 2.980 1.537 -2.643  0.11
C -0.785 -2.722 1.965  -0.41
C -0.401 -3.572 3.165  -0.44
As -1.321 -5.315 3.169  1.29
C -0.712 -5.818 1.383  -0.43
C -1.669 -5.935 0.379  -0.13
C -1.290 -6.179 -0.937  -0.08
C 0.054 -6.316 -1.254  -0.08
C 1.017 -6.197 -0.258  -0.09
C 0.638 -5.942 1.053  -0.11
C 0.010 -6.308 4.212  -0.42
C 0.806 -5.697 5.176  -0.11
C 1.725 -6.440 5.913  -0.10
C 1.858 -7.802 5.693  -0.11
C 1.058 -8.424 4.742  -0.10
C 0.139 -7.681 4.013  -0.13
P 0.356 -1.316 1.523  1.11
C 0.597 -0.488 3.146  -0.36
C 1.804 0.118 3.502  -0.10
C 1.917 0.845 4.682  -0.08
C 0.821 0.991 5.521  -0.11
C -0.394 0.417 5.165  -0.09
C -0.504 -0.310 3.987  -0.11
C 1.898 -2.291 1.269  -0.36
C 2.852 -2.624 2.231  -0.11
C 3.959 -3.393 1.895  -0.09
C 4.132 -3.838 0.589  -0.09
C 3.187 -3.519 -0.376  -0.09
C 2.075 -2.758 -0.037  -0.10
H -1.796 -2.318 2.056  0.07
H -0.784 -3.322 1.052  0.06
H -0.627 -3.067 4.102  0.05
H 0.666 -3.798 3.154  0.05
H -2.717 -5.811 0.621  0.09
H -2.042 -6.240 -1.713  0.10
H 0.353 -6.491 -2.280  0.10
H 2.069 -6.271 -0.506  0.10
H 1.402 -5.811 1.813  0.11
H 0.722 -4.632 5.362  0.09
H 2.343 -5.945 6.652  0.10
H 2.583 -8.376 6.257  0.09
H 1.153 -9.488 4.564  0.10
H -0.473 -8.174 3.266  0.10
H 2.664 0.048 2.845  0.09
H 2.861 1.323 4.922  0.10
H 0.905 1.566 6.435  0.10
H -1.267 0.550 5.794  0.10
H -1.471 -0.719 3.711  0.10
H 2.743 -2.278 3.251  0.10
H 4.692 -3.635 2.655  0.10
H 5.004 -4.425 0.326  0.10
H 3.312 -3.850 -1.401  0.10
H 1.343 -2.509 -0.801  0.07
C -3.540 7.986 -6.050  -0.12
C -2.912 6.613 -6.291  -0.30
S -3.720 5.423 -5.266  0.63
O -5.095 5.299 -5.720  -0.35
O -3.452 5.742 -3.887  -0.30
C -2.935 3.888 -5.682  -0.22
C -1.406 3.804 -5.609  -0.15
N -0.859 3.868 -4.265  0.05
C -0.975 2.870 -3.325  -0.35
N -0.383 3.186 -2.205  0.06
C 0.167 4.446 -2.402  -0.12
C -0.101 4.878 -3.677  -0.19
N 0.314 6.036 -4.297  -0.38
O 0.947 6.897 -3.583  -0.12
O 0.157 6.170 -5.603  -0.19
C -1.655 1.561 -3.549  0.01
H -3.044 8.724 -6.680  0.07
H -3.404 8.282 -5.009  0.08
H -4.607 7.986 -6.275  0.07
H -1.844 6.589 -6.025  0.07
H -3.058 6.265 -7.318  0.10
H -3.271 3.683 -6.701  0.10
H -3.425 3.185 -5.003  0.10
H -0.926 4.598 -6.171  0.09
H -1.122 2.849 -6.054  0.12
H 0.730 4.976 -1.653  0.06
H -1.692 1.262 -4.599  0.08
H -2.675 1.546 -3.147  0.06
H -1.066 0.833 -3.013  0.04
Se 1.214 3.199 0.311  1.29
N 1.853 1.577 0.103  -0.25
C 3.128 1.608 0.609  -0.38
C 4.010 0.513 0.619  -0.05
C 5.254 0.655 1.204  -0.11
C 5.642 1.878 1.780  -0.13
C 4.800 2.972 1.758  -0.05
C 3.531 2.861 1.161  -0.39
N 2.637 3.890 1.042  -0.21
H 3.704 -0.425 0.170  0.10
H 5.937 -0.186 1.214  0.09
H 6.622 1.969 2.234  0.08
H 5.102 3.921 2.185  0.10
C -2.168 3.972 3.568  -0.05
C -0.884 4.183 2.755  -0.60
C 0.207 4.742 3.669  -0.06
C -1.178 5.187 1.628  -0.06
C -0.365 2.849 2.206  -0.29
H -2.417 4.888 4.116  0.08
H -2.046 3.159 4.290  0.08
H -3.021 3.732 2.928  0.07
H -0.073 5.736 4.027  0.08
H 1.159 4.821 3.136  0.07
H 0.355 4.089 4.535  0.07
H -1.674 6.073 2.033  0.08
H -1.828 4.758 0.860  0.09
H -0.263 5.528 1.138  0.07
H 0.367 2.340 2.822  0.08
N -1.257 1.987 1.631  0.10
C -2.296 1.902 1.039  -0.04
C -3.580 1.506 0.807  -0.26
C -4.217 1.588 -0.481  -0.22
N -4.764 1.650 -1.493  0.14
C -4.335 0.984 1.918  -0.24
N -4.925 0.579 2.824  0.11

***

Entry 2:
Here is C60H60N11O2P4SSe2W as an isolated structure from the OMol25 dataset. Energies are from the ωB97M-V functional and the def2-TZVPD basis.

Properties
HOMO energy (alpha / beta) ... -10.63 / -10.53 eV
HOMO-LUMO gap (alpha / beta) ... 5.9 / 5.7 eV
Lowest unoccupied orbital energy (alpha / beta) ... -4.7 / -4.9 eV
Charge ... +2
E_tot ... -9708.3956 a.u.
Spin multiplicity ... 2
<S²> ... 0.7576
Energy relative to the best compared isomer or geometry (same formula, charge and spin) ... 1.0193 eV

Each line ends with the Mulliken spin population.
Element x y z (Å)
W 0.024 -0.291 -0.439  0.84
O -1.646 0.723 0.854  0.04
N -1.385 1.960 1.290  -0.04
C -2.406 2.837 1.313  0.00
C -2.236 4.095 1.832  0.00
C -0.980 4.441 2.327  0.00
C 0.053 3.539 2.253  0.00
C -0.139 2.263 1.697  0.01
S 1.090 1.077 1.482  -0.02
H -3.331 2.461 0.901  0.00
H -3.067 4.787 1.839  0.00
H -0.816 5.424 2.755  0.00
H 1.047 3.788 2.603  0.00
Se 4.519 -5.407 0.738  0.00
P 4.230 -3.974 2.241  0.00
C 3.569 -4.639 3.795  0.00
C 3.732 -5.998 4.027  0.00
C 3.344 -6.549 5.246  0.00
C 2.789 -5.743 6.226  0.00
C 2.613 -4.380 5.991  0.00
C 3.002 -3.829 4.782  0.00
C 5.714 -3.109 2.807  0.00
C 6.960 -3.671 2.542  0.00
C 8.106 -3.108 3.091  0.00
C 8.008 -1.996 3.917  0.00
C 6.765 -1.437 4.191  0.00
C 5.619 -1.989 3.636  0.00
C 2.963 -2.757 1.701  0.00
C 2.757 -1.827 0.671  0.01
N 1.417 -1.580 0.667  -0.05
N 0.864 -2.304 1.620  0.00
N 1.746 -3.021 2.239  0.00
P 3.661 -1.002 -0.671  0.03
Se 2.107 -0.331 -2.039  0.00
C 4.781 -2.117 -1.510  0.00
C 5.834 -2.716 -0.824  0.00
C 6.732 -3.522 -1.499  0.00
C 6.582 -3.737 -2.861  0.00
C 5.535 -3.144 -3.552  0.00
C 4.633 -2.330 -2.882  0.00
C 4.607 0.403 -0.059  0.01
C 4.416 1.662 -0.623  0.00
C 5.180 2.739 -0.190  0.00
C 6.131 2.565 0.803  0.00
C 6.329 1.309 1.364  0.00
C 5.574 0.231 0.931  0.00
H 4.158 -6.623 3.252  0.00
H 3.479 -7.609 5.423  0.00
H 2.497 -6.171 7.178  0.00
H 2.176 -3.749 6.756  0.00
H 2.851 -2.770 4.610  0.00
H 7.021 -4.548 1.906  0.00
H 9.075 -3.546 2.883  0.00
H 8.901 -1.567 4.355  0.00
H 6.688 -0.573 4.841  0.00
H 4.655 -1.542 3.847  0.00
H 5.969 -2.567 0.235  0.00
H 7.545 -3.989 -0.957  0.00
H 7.284 -4.372 -3.387  0.00
H 5.420 -3.311 -4.615  0.00
H 3.823 -1.864 -3.424  0.00
H 3.688 1.795 -1.410  -0.01
H 5.036 3.715 -0.638  0.00
H 6.727 3.407 1.135  0.00
H 7.079 1.164 2.131  0.00
H 5.744 -0.737 1.377  0.00
C -6.942 6.889 -10.013  0.00
O -5.701 7.222 -9.391  0.00
C -5.228 6.388 -8.446  0.00
C -5.894 5.245 -8.011  0.00
C -5.309 4.454 -7.031  0.00
C -4.081 4.782 -6.481  0.00
C -3.430 5.938 -6.921  0.00
C -3.994 6.733 -7.890  0.00
C -3.434 3.960 -5.454  0.00
N -2.326 4.276 -4.820  0.00
C -2.088 3.225 -3.979  0.00
C -3.045 2.262 -4.086  0.00
N -3.916 2.744 -5.039  0.00
C -3.051 1.067 -3.293  0.00
C -4.041 0.094 -3.265  0.00
C -3.919 -0.933 -2.360  0.00
C -2.791 -1.015 -1.555  0.02
N -1.766 -0.170 -1.625  0.00
C -1.945 0.907 -2.429  0.05
C -0.954 1.919 -2.294  0.00
N 0.005 1.672 -1.365  0.00
C 0.946 2.609 -1.206  0.02
C 0.954 3.802 -1.916  -0.01
C -0.025 4.060 -2.845  0.03
C -1.003 3.091 -3.047  -0.01
H -7.119 7.655 -10.759  0.00
H -7.755 6.895 -9.286  0.00
H -6.885 5.915 -10.499  0.00
H -6.854 4.968 -8.418  0.00
H -5.857 3.576 -6.700  0.00
H -2.472 6.199 -6.489  0.00
H -3.499 7.630 -8.242  0.00
H -4.728 2.284 -5.409  0.00
H -4.910 0.160 -3.910  0.00
H -4.693 -1.684 -2.261  0.00
H -2.693 -1.793 -0.820  -0.02
H 1.715 2.387 -0.486  0.01
H 1.740 4.519 -1.716  0.00
H -0.055 4.981 -3.417  0.00
C -3.189 -1.323 4.664  0.00
N -3.944 -2.012 3.515  0.00
C -3.738 -3.525 3.680  0.00
N -2.358 -3.843 3.682  0.00
C -1.656 -3.131 4.753  0.00
N -1.818 -1.678 4.644  0.00
C -1.087 -1.109 3.499  0.03
P -1.592 -1.836 1.867  0.00
C -3.436 -1.529 2.174  0.01
C -1.714 -3.634 2.368  0.02
H -3.672 -1.658 5.581  0.00
H -3.330 -0.252 4.535  0.00
H -4.938 -1.802 3.603  0.00
H -4.263 -4.002 2.856  0.00
H -4.209 -3.788 4.626  0.00
H -0.595 -3.373 4.701  0.00
H -2.048 -3.460 5.716  0.00
H -0.022 -1.254 3.644  0.00
H -1.271 -0.037 3.455  0.00
H -4.037 -2.019 1.406  0.00
H -3.621 -0.456 2.118  0.00
H -0.720 -4.083 2.392  0.00
H -2.301 -4.161 1.613  0.00
C -0.223 -2.521 -3.439  0.00
P -0.163 -2.746 -1.630  0.03
C -1.476 -4.008 -1.426  0.00
C 1.302 -3.795 -1.407  -0.01
H -0.167 -3.491 -3.936  0.00
H 0.611 -1.905 -3.763  0.00
H -1.157 -2.036 -3.728  0.00
H -1.233 -4.827 -2.102  0.00
H -2.464 -3.634 -1.683  0.00
H -1.488 -4.398 -0.408  0.00
H 1.225 -4.656 -2.074  0.00
H 1.382 -4.159 -0.380  0.00
H 2.209 -3.250 -1.654  0.00

***

Entry 3:
Here is a 12-piece molecular cluster, C60H68N12O20 overall from the OMol25 dataset. Energies are from the ωB97M-V functional and the def2-TZVPD basis.

Properties
HOMO energy ... -9.15 eV
HOMO-LUMO gap ... 8.2 eV
SMILES ... O=[N+]([O-])c1ccccc1.O=[N+]([O-])c1ccccc1.O=[N+]([O-])c1ccccc1.O=[N+]([O-])c1ccccc1.O=[N+]([O-])c1ccccc1.O=[N+]([O-])c1ccccc1.O=[N+]([O-])c1ccccc1.O=[N+]([O-])c1ccccc1.CN(C)C=O.CN(C)C=O.CN(C)C=O.CN(C)C=O
Lowest unoccupied orbital energy ... -1.0 eV
E_tot ... -4487.9645 a.u.
Energy relative to the best compared isomer or geometry (same formula, charge and spin) ... 5.2074 eV

Each line ends with the Löwdin charge.
Element x y z (Å)
C -8.485 -5.078 -1.233  -0.38
O -7.658 -4.195 -1.294  0.00
N -9.762 -4.926 -1.591  -0.20
C -10.676 -6.059 -1.728  -0.05
C -10.216 -3.568 -2.001  -0.01
H -8.259 -6.095 -0.877  0.13
H -10.682 -6.491 -2.729  0.09
H -11.668 -5.705 -1.448  0.08
H -10.400 -6.797 -0.975  0.09
H -10.991 -3.409 -1.252  0.08
H -9.503 -2.745 -2.060  0.09
H -10.800 -3.797 -2.893  0.08
C 5.297 -3.462 -8.938  -0.34
O 5.642 -4.549 -8.554  0.02
N 5.467 -2.356 -8.181  -0.22
C 4.883 -1.178 -8.545  -0.13
C 6.418 -2.373 -7.030  0.00
H 4.657 -3.285 -9.816  0.13
H 4.378 -0.589 -7.779  0.10
H 4.128 -1.218 -9.330  0.09
H 5.617 -0.604 -9.110  0.09
H 7.452 -2.075 -7.203  0.09
H 5.794 -1.781 -6.361  0.09
H 6.484 -3.431 -6.774  0.08
C 0.801 -6.924 3.694  -0.41
O 1.004 -6.011 2.963  0.04
N 0.333 -8.117 3.363  -0.17
C 0.199 -9.108 4.440  -0.05
C -0.179 -8.374 2.040  -0.05
H 0.744 -6.805 4.787  0.13
H 0.847 -8.802 5.261  0.08
H 0.560 -10.076 4.093  0.08
H -0.758 -9.480 4.806  0.08
H 0.107 -9.378 1.725  0.09
H -1.247 -8.512 1.871  0.08
H -0.004 -7.534 1.367  0.09
C -1.519 6.381 -3.238  -0.32
O -0.597 6.886 -2.627  0.00
N -2.610 7.163 -3.477  -0.22
C -3.715 6.703 -4.221  -0.09
C -2.641 8.597 -3.183  -0.04
H -1.642 5.368 -3.651  0.14
H -3.801 7.424 -5.034  0.09
H -4.533 6.674 -3.502  0.09
H -3.718 5.673 -4.579  0.09
H -1.827 8.960 -2.555  0.08
H -2.442 9.254 -4.030  0.09
H -3.606 8.801 -2.719  0.09
C 0.557 5.271 3.106  -0.08
C -0.122 6.503 3.263  -0.07
C -0.743 6.858 4.429  -0.02
C -0.662 5.992 5.523  -0.15
C 0.066 4.769 5.439  0.04
C 0.718 4.435 4.180  -0.06
N -1.194 6.415 6.821  -0.29
O -1.448 7.648 6.945  0.05
O -1.345 5.482 7.678  0.04
H 0.931 4.967 2.139  0.11
H -0.186 7.139 2.393  0.11
H -1.174 7.840 4.560  0.12
H 0.242 4.148 6.305  0.10
H 1.145 3.462 3.984  0.10
C 5.146 0.682 5.511  -0.08
C 4.530 -0.436 5.844  -0.09
C 3.566 -0.484 6.834  0.01
C 3.249 0.625 7.596  -0.17
C 3.932 1.819 7.286  0.00
C 4.863 1.809 6.282  -0.07
N 2.166 0.572 8.498  -0.34
O 1.516 -0.505 8.576  0.05
O 2.121 1.495 9.275  0.10
H 5.861 0.777 4.706  0.12
H 4.650 -1.294 5.199  0.12
H 3.001 -1.394 6.973  0.12
H 3.739 2.628 7.976  0.12
H 5.132 2.829 6.052  0.11
C -7.599 7.633 3.045  -0.04
C -8.352 7.121 1.997  -0.10
C -8.060 5.965 1.351  -0.01
C -6.914 5.166 1.665  -0.11
C -6.269 5.590 2.838  -0.03
C -6.499 6.811 3.436  -0.07
N -6.534 3.995 0.879  -0.35
O -7.440 3.240 0.605  0.09
O -5.353 3.812 0.553  0.07
H -7.908 8.499 3.612  0.11
H -9.133 7.820 1.736  0.11
H -8.598 5.706 0.452  0.12
H -5.393 5.242 3.366  0.11
H -5.836 7.021 4.261  0.10
C -5.118 0.863 5.438  -0.08
C -4.224 0.917 6.453  -0.08
C -4.723 1.046 7.737  -0.01
C -6.057 0.921 8.056  -0.15
C -6.928 0.684 7.000  -0.01
C -6.525 0.773 5.661  -0.03
N -6.579 0.813 9.428  -0.31
O -7.572 0.143 9.771  0.06
O -5.870 1.287 10.323  0.06
H -4.848 0.806 4.394  0.10
H -3.189 0.739 6.201  0.12
H -3.980 1.068 8.522  0.12
H -7.972 0.733 7.272  0.11
H -7.227 0.930 4.856  0.10
C -1.139 -1.054 0.672  -0.06
C -1.416 -0.679 -0.662  -0.06
C -0.360 -0.414 -1.521  0.00
C 0.976 -0.189 -1.038  -0.11
C 1.185 -0.350 0.357  0.00
C 0.160 -0.892 1.103  -0.10
N 1.951 0.398 -1.961  -0.35
O 3.158 0.148 -1.783  0.06
O 1.547 1.062 -2.885  0.08
H -1.906 -1.475 1.305  0.11
H -2.420 -0.885 -1.002  0.11
H -0.560 -0.289 -2.575  0.11
H 2.132 -0.364 0.877  0.12
H 0.273 -1.235 2.121  0.11
C 5.862 6.875 -6.947  -0.07
C 6.995 6.542 -7.698  -0.06
C 7.877 5.601 -7.197  -0.02
C 7.532 4.846 -6.076  -0.13
C 6.279 5.043 -5.488  0.00
C 5.433 6.045 -5.945  -0.07
N 8.661 4.194 -5.407  -0.35
O 9.792 4.481 -5.772  0.07
O 8.472 3.400 -4.508  0.08
H 5.164 7.624 -7.290  0.11
H 7.492 7.156 -8.434  0.11
H 8.867 5.627 -7.628  0.12
H 6.016 4.353 -4.700  0.12
H 4.576 6.325 -5.352  0.11
C 0.454 -4.608 -5.025  -0.07
C 1.099 -5.697 -4.336  -0.06
C 0.361 -6.791 -3.947  -0.03
C -0.989 -6.862 -4.317  -0.09
C -1.611 -5.701 -5.045  0.03
C -0.866 -4.599 -5.408  -0.10
N -1.827 -8.025 -4.031  -0.40
O -3.003 -8.023 -4.320  0.08
O -1.204 -8.957 -3.643  0.09
H 1.177 -3.839 -5.257  0.10
H 2.137 -5.772 -4.049  0.11
H 0.938 -7.575 -3.480  0.12
H -2.648 -5.565 -5.311  0.11
H -1.269 -3.707 -5.864  0.11
C 6.944 -5.741 0.084  -0.08
C 7.711 -6.779 -0.425  -0.08
C 8.743 -6.490 -1.312  0.01
C 9.158 -5.118 -1.539  -0.13
C 8.329 -4.066 -1.112  0.02
C 7.154 -4.417 -0.349  -0.05
N 10.369 -4.850 -2.307  -0.40
O 11.002 -5.778 -2.681  0.10
O 10.710 -3.712 -2.427  0.09
H 6.046 -5.959 0.643  0.10
H 7.437 -7.803 -0.218  0.11
H 9.285 -7.268 -1.830  0.11
H 8.675 -3.056 -1.277  0.11
H 6.666 -3.535 0.040  0.10